ORCA calculation (the ωB97M-V functional and the def2-TZVPD basis) on a cluster of 3 separate species, C24H49F5N4O9P in total in a non-equilibrium geometry.

Last column: Löwdin charge in e.
Element x y z (Å)
1 C 3.53 -5.33 -0.26  0.033
2 C 3.64 -4.74 -1.63  -0.496
3 O 2.76 -4.56 -2.41  0.168
4 O 4.95 -4.38 -1.95  -0.034
5 C 5.07 -3.01 -2.30  -0.152
6 C 6.53 -2.61 -2.41  -0.116
7 N 7.30 -2.36 -1.12  -0.253
8 C 6.52 -1.45 -0.20  -0.126
9 C 5.95 -0.17 -0.82  -0.169
10 O 5.25 0.39 0.28  -0.106
11 C 3.97 0.89 -0.01  -0.059
12 C 2.91 -0.21 0.03  -0.613
13 F 2.50 -0.55 -1.21  0.141
14 F 1.84 0.16 0.70  0.173
15 F 3.37 -1.34 0.58  0.143
16 N 7.38 -3.71 -0.48  0.112
17 C 8.44 -4.52 -1.02  -0.474
18 O 8.32 -5.21 -1.96  0.251
19 F 9.59 -4.42 -0.32  0.147
20 C 7.33 -3.68 0.98  -0.478
21 O 8.11 -3.20 1.70  0.239
22 F 6.24 -4.30 1.37  0.190
23 P 8.85 -1.41 -1.61  1.042
24 C 9.95 -1.41 -0.17  -0.244
25 C 9.65 -2.38 -2.92  -0.244
26 H 4.32 -6.08 -0.11  0.097
27 H 3.71 -4.54 0.47  0.085
28 H 2.54 -5.76 -0.12  0.099
29 H 4.66 -2.85 -3.31  0.153
30 H 4.47 -2.38 -1.63  0.112
31 H 7.05 -3.40 -2.94  0.120
32 H 6.62 -1.69 -3.01  0.130
33 H 5.68 -2.03 0.19  0.131
34 H 7.18 -1.15 0.62  0.126
35 H 5.25 -0.39 -1.63  0.122
36 H 6.73 0.52 -1.15  0.118
37 H 3.72 1.63 0.76  0.153
38 H 3.93 1.39 -0.98  0.150
39 H 9.39 -1.16 0.73  0.044
40 H 10.54 -2.31 0.00  0.050
41 H 10.62 -0.57 -0.38  0.063
42 H 10.39 -1.68 -3.31  0.065
43 H 10.17 -3.29 -2.60  0.053
44 H 8.96 -2.63 -3.72  0.052
45 C -1.11 -0.62 0.30  -0.128
46 O -2.41 -0.33 0.77  -0.187
47 C -2.45 0.69 1.77  -0.208
48 C -3.12 1.94 1.24  -0.220
49 N -2.29 2.59 0.23  -0.047
50 C -2.93 3.70 -0.45  -0.194
51 C -4.16 3.40 -1.30  -0.222
52 O -3.88 2.61 -2.45  -0.177
53 C -3.92 1.21 -2.26  -0.104
54 H -1.20 -1.47 -0.37  0.092
55 H -0.69 0.22 -0.27  0.073
56 H -0.44 -0.87 1.12  0.078
57 H -1.44 0.91 2.13  0.120
58 H -3.03 0.30 2.61  0.123
59 H -3.27 2.64 2.07  0.123
60 H -4.11 1.66 0.86  0.097
61 H -2.02 1.89 -0.46  0.070
62 H -2.18 4.16 -1.10  0.117
63 H -3.21 4.45 0.29  0.119
64 H -4.54 4.35 -1.67  0.125
65 H -4.97 2.95 -0.71  0.097
66 H -4.65 0.93 -1.49  0.090
67 H -2.95 0.80 -1.98  0.070
68 H -4.22 0.76 -3.20  0.087
69 C -10.74 1.38 0.28  -0.117
70 O -10.74 2.31 1.34  -0.196
71 C -10.46 1.75 2.62  -0.217
72 C -9.14 2.25 3.15  -0.217
73 N -8.03 1.72 2.37  -0.047
74 C -6.73 2.29 2.70  -0.200
75 C -6.51 3.77 2.42  -0.220
76 O -6.52 4.12 1.05  -0.200
77 C -7.79 4.38 0.49  -0.090
78 H -11.07 1.91 -0.62  0.088
79 H -9.75 0.95 0.09  0.081
80 H -11.44 0.56 0.47  0.088
81 H -10.47 0.66 2.57  0.123
82 H -11.26 2.07 3.29  0.123
83 H -9.03 1.93 4.19  0.124
84 H -9.18 3.35 3.14  0.108
85 H -8.22 1.87 1.39  0.074
86 H -5.98 1.73 2.14  0.100
87 H -6.53 2.11 3.76  0.121
88 H -5.52 4.04 2.79  0.115
89 H -7.23 4.40 2.97  0.112
90 H -8.47 4.81 1.23  0.090
91 H -8.26 3.49 0.06  0.075
92 H -7.66 5.11 -0.31  0.089

- Total charge: +1
- LUMO energy: -4.16 eV
- E_HOMO: -9.719 eV
- Spin multiplicity: 1
- Energy above the lowest of the compared OMol25 structures with the same formula, charge and spin: 0.00 kcal per mole
- HOMO-LUMO gap: 5.56 eV
- Molar mass: 663.64 g/mol

***

ORCA calculation (the ωB97M-V functional and the def2-TZVPD basis) on a structure of composition C24H50BClF4P2Si2Sn in a non-equilibrium geometry.

Last column: Löwdin charge in e.
Element x y z (Å)
1 Sn -0.42 0.01 -0.97  1.176
2 C -1.59 -0.02 1.98  -0.113
3 C -2.18 1.14 1.40  -0.336
4 C -3.16 0.73 0.49  -0.128
5 Si -1.59 2.85 1.98  0.520
6 C -3.16 -0.71 0.48  -0.137
7 C -2.19 -1.16 1.37  -0.340
8 Si -1.61 -2.88 1.91  0.526
9 H -0.84 -0.03 2.74  0.084
10 H -3.84 1.38 -0.06  0.114
11 H -3.85 -1.36 -0.10  0.120
12 Cl 1.99 0.07 -5.35  -0.250
13 C -1.36 -2.86 3.75  -0.159
14 C -2.89 -4.13 1.39  -0.163
15 C -1.34 2.77 3.82  -0.161
16 C -2.86 4.11 1.49  -0.164
17 H -3.87 -3.64 1.37  0.038
18 H -2.90 -4.92 2.14  0.037
19 H -2.69 -4.57 0.40  0.015
20 H -0.49 -2.25 4.03  0.035
21 H -1.21 -3.89 4.11  0.040
22 H -2.25 -2.44 4.24  0.042
23 H -3.85 3.64 1.48  0.039
24 H -2.67 4.57 0.51  0.016
25 H -2.86 4.89 2.26  0.037
26 H -2.24 2.35 4.30  0.044
27 H -1.18 3.79 4.21  0.041
28 H -0.47 2.14 4.08  0.038
29 C 0.10 -3.20 1.12  -0.380
30 C 0.12 3.18 1.20  -0.381
31 P 0.35 -2.66 -0.60  0.931
32 H 0.29 -4.28 1.20  0.046
33 H 0.86 -2.67 1.73  0.052
34 P 0.36 2.68 -0.54  0.927
35 H 0.88 2.63 1.80  0.054
36 H 0.32 4.25 1.30  0.047
37 C 2.11 3.18 -0.95  -0.531
38 C -0.74 3.77 -1.57  -0.542
39 C -0.76 -3.73 -1.65  -0.546
40 C 2.09 -3.17 -1.03  -0.531
41 C 3.05 -2.00 -0.86  -0.106
42 H 2.04 -3.43 -2.11  0.111
43 C 2.57 -4.38 -0.24  -0.117
44 H 2.67 -4.12 0.83  0.089
45 H 3.58 -4.65 -0.61  0.094
46 H 1.94 -5.25 -0.33  0.048
47 H 2.85 -1.17 -1.53  0.043
48 H 4.08 -2.37 -1.08  0.097
49 H 3.06 -1.65 0.19  0.075
50 H -1.78 -3.52 -1.25  0.096
51 C -0.47 -5.22 -1.51  -0.117
52 C -0.71 -3.28 -3.12  -0.111
53 H -0.53 -5.58 -0.48  0.069
54 H 0.51 -5.47 -1.92  0.073
55 H -1.23 -5.78 -2.09  0.092
56 H -1.08 -2.27 -3.27  0.055
57 H -1.36 -3.97 -3.71  0.095
58 H 0.30 -3.35 -3.53  0.075
59 H -1.77 3.55 -1.17  0.100
60 C -0.69 3.35 -3.05  -0.109
61 C -0.45 5.26 -1.39  -0.114
62 H -0.51 5.59 -0.35  0.068
63 H -1.22 5.82 -1.95  0.092
64 H 0.52 5.52 -1.80  0.070
65 H -1.06 2.35 -3.22  0.053
66 H 0.32 3.42 -3.45  0.070
67 H -1.33 4.06 -3.62  0.096
68 C 3.07 2.00 -0.78  -0.105
69 C 2.57 4.40 -0.16  -0.115
70 H 2.06 3.44 -2.04  0.116
71 H 2.68 4.13 0.92  0.093
72 H 1.96 5.25 -0.26  0.034
73 H 3.60 4.65 -0.52  0.099
74 H 3.06 1.65 0.27  0.076
75 H 4.10 2.36 -0.99  0.099
76 H 2.86 1.18 -1.44  0.037
77 C 0.61 0.03 -2.86  -0.521
78 H 1.25 0.99 -2.87  -0.018
79 H -0.23 0.07 -3.65  0.010
80 H 1.22 -0.93 -2.91  -0.034
81 F 1.10 -0.02 1.32  -0.035
82 B 1.94 -0.05 2.53  -1.185
83 F 2.70 -1.22 2.45  0.116
84 F 2.70 1.14 2.50  0.107
85 F 1.05 -0.07 3.64  0.079

- Total charge: 0
- LUMO energy (alpha / beta): -2.55 / -2.67 eV
- E_HOMO (alpha / beta): -7.742 / -7.149 eV
- Spin multiplicity: 1
- Energy above the lowest of the compared OMol25 structures with the same formula, charge and spin: 60.08 kcal per mole
- HOMO-LUMO gap (alpha / beta): 5.19 / 4.48 eV
- Molar mass: 697.75 g/mol

***

ORCA calculation (the ωB97M-V functional and the def2-TZVPD basis) on a cluster of 3 separate species, C24H50BN6O3 in total in a non-equilibrium geometry.

Last column: Löwdin spin population.
Element x y z (Å)
1 C -4.46 -0.40 2.59  0.000
2 B -4.31 -0.89 1.11  0.000
3 O -5.41 -1.22 0.38  0.000
4 N -2.93 -1.01 0.48  0.000
5 C -1.93 -1.64 1.01  0.000
6 N -1.89 -2.25 2.18  0.000
7 C -0.91 -3.42 2.01  0.000
8 C 0.01 -2.81 0.97  0.000
9 N -0.69 -1.67 0.35  0.000
10 C -0.13 -0.31 0.69  0.000
11 C 1.31 -0.15 0.31  0.000
12 N 2.23 -0.79 0.86  0.000
13 H -5.52 -0.25 2.79  0.000
14 H -4.12 -1.16 3.29  0.000
15 H -3.86 0.48 2.80  0.000
16 H -5.44 -2.19 0.30  0.000
17 H -2.76 -0.59 -0.43  0.000
18 H -2.74 -2.68 2.51  0.000
19 H -1.55 -4.20 1.63  0.000
20 H -0.50 -3.58 2.99  0.000
21 H 0.14 -3.60 0.23  0.000
22 H 1.02 -2.65 1.34  0.000
23 H -0.31 -0.08 1.74  0.000
24 H -0.70 0.42 0.13  0.000
25 H 1.54 0.59 -0.45  0.000
26 H 3.14 -0.53 0.48  0.000
27 C 8.35 -3.92 -1.11  0.002
28 C 8.88 -2.92 -0.06  0.026
29 C 8.52 -3.41 1.34  0.014
30 C 7.04 -3.27 1.66  0.001
31 C 6.58 -1.82 1.44  0.014
32 C 6.94 -1.27 0.06  0.026
33 N 8.35 -1.55 -0.31  0.352
34 O 9.11 -0.69 0.28  0.555
35 C 5.98 -1.86 -1.00  0.002
36 C 6.65 0.23 0.05  -0.001
37 C 10.40 -2.95 -0.24  -0.001
38 H 8.92 -4.85 -1.05  0.000
39 H 7.31 -4.20 -0.96  0.000
40 H 8.46 -3.52 -2.12  0.001
41 H 9.10 -2.86 2.09  0.003
42 H 8.82 -4.46 1.45  0.001
43 H 6.44 -3.95 1.05  0.000
44 H 6.86 -3.55 2.70  0.001
45 H 5.50 -1.75 1.60  0.001
46 H 7.04 -1.20 2.21  0.002
47 H 6.32 -1.62 -2.01  0.002
48 H 4.98 -1.44 -0.88  0.000
49 H 5.85 -2.94 -0.93  0.000
50 H 7.18 0.76 0.84  -0.001
51 H 5.59 0.41 0.20  0.000
52 H 6.94 0.68 -0.91  0.000
53 H 10.68 -2.58 -1.22  0.000
54 H 10.76 -3.98 -0.14  0.000
55 H 10.92 -2.36 0.52  -0.001
56 C -5.56 1.93 -2.39  0.002
57 C -5.17 2.99 -1.35  0.026
58 C -5.65 2.54 0.03  0.014
59 C -7.16 2.65 0.20  0.001
60 C -7.63 4.07 -0.13  0.014
61 C -7.16 4.58 -1.49  0.026
62 N -5.70 4.33 -1.71  0.353
63 O -5.02 5.23 -1.08  0.555
64 C -7.99 3.92 -2.61  0.002
65 C -7.48 6.07 -1.60  -0.001
66 C -3.64 2.99 -1.38  -0.001
67 H -4.98 1.02 -2.24  0.000
68 H -6.60 1.62 -2.34  0.000
69 H -5.36 2.28 -3.41  0.001
70 H -5.17 3.15 0.81  0.002
71 H -5.34 1.51 0.21  0.001
72 H -7.68 1.92 -0.43  0.000
73 H -7.44 2.40 1.23  0.001
74 H -8.72 4.11 -0.08  0.001
75 H -7.27 4.74 0.66  0.002
76 H -7.56 4.13 -3.59  0.001
77 H -9.00 4.31 -2.61  0.000
78 H -8.10 2.84 -2.51  0.000
79 H -7.05 6.64 -0.78  -0.001
80 H -8.56 6.21 -1.56  0.000
81 H -7.11 6.48 -2.54  0.000
82 H -3.27 3.33 -2.34  0.000
83 H -3.26 1.98 -1.20  0.000
84 H -3.21 3.63 -0.60  -0.001

- Total charge: +1
- LUMO energy (alpha / beta): -3.47 / -3.47 eV
- E_HOMO (alpha / beta): -10.006 / -10.861 eV
- Spin multiplicity: 3
- HOMO-LUMO gap (alpha / beta): 6.53 / 7.39 eV
- Molar mass: 481.51 g/mol

***

Question: Among the records above, which one has the lowest molar mass?
Answer: C24H50BN6O3

***

Question: Look up the molar mass of the third one.
Answer: 481.51 g/mol

***

Question: Among the records above, which one has the highest molar mass?
Answer: C24H50BClF4P2Si2Sn